1.
Below is C28H25ClCuN3O4PS as an isolated structure, with properties calculated with ωB97M-V/def2-TZVPD.

Geometry as XYZ:
```
64
Properties=species:S:1:pos:R:3:forces:R:3
Cu 0.6544 0.5444 1.4381 0.010 -0.265 -0.217
Cl 6.8891 2.4715 -1.9193 0.035 0.026 -0.033
C 5.5692 1.7963 -1.0090 -0.106 0.044 -0.009
C 5.8219 0.7314 -0.1191 -0.021 -0.051 0.046
C 4.8122 0.1853 0.6146 0.097 0.005 -0.024
C 3.4658 0.6576 0.5166 -0.085 -0.036 -0.060
O 2.5699 0.1135 1.2358 0.038 0.037 0.139
C 3.2302 1.7251 -0.4093 -0.007 -0.008 0.070
C 1.9491 2.2798 -0.6311 -0.052 -0.072 0.033
N 0.8283 1.8826 -0.1047 0.182 0.084 0.032
C -0.3688 2.5398 -0.4337 -0.108 0.148 -0.098
C -0.5700 3.4687 -1.4308 0.069 -0.158 0.089
C -1.8333 4.0558 -1.6284 -0.147 0.014 0.030
C -2.9054 3.7200 -0.8488 0.055 0.054 -0.075
C -2.7486 2.7540 0.1686 0.051 -0.039 -0.027
C -3.8019 2.3242 1.0081 0.001 -0.104 0.117
C -3.5678 1.3665 1.9531 -0.104 0.120 -0.100
C -2.2755 0.8237 2.0694 0.140 0.060 -0.087
N -1.2799 1.2152 1.3118 -0.057 0.012 0.350
C -1.4851 2.1664 0.3668 -0.109 0.120 -0.067
C 4.3067 2.2812 -1.1468 0.095 -0.035 0.010
H 6.8329 0.3560 -0.0263 0.000 -0.004 0.004
H 4.9942 -0.6295 1.3025 0.009 0.002 0.001
H 1.9392 3.1289 -1.3144 -0.029 0.004 -0.040
H 0.2335 3.7611 -2.0916 0.022 -0.009 0.004
H -1.9466 4.7859 -2.4188 -0.014 0.002 -0.001
H -3.8752 4.1757 -1.0023 0.002 0.004 -0.015
H -4.7849 2.7628 0.8868 -0.010 -0.005 0.003
H -4.3492 1.0119 2.6101 -0.021 0.005 -0.008
H -2.0491 0.0540 2.7940 0.005 -0.013 0.021
H 4.1110 3.0972 -1.8321 0.006 0.005 -0.006
S 0.2891 -2.7816 4.3812 -0.088 0.059 0.117
C -0.0324 -1.3156 5.2112 0.038 -0.096 -0.020
C 0.0578 -0.2369 4.3808 0.019 -0.158 0.025
C 0.3871 -0.5773 3.0327 -0.021 0.397 0.035
C 0.5233 -1.9267 2.8978 0.047 0.019 -0.068
C 0.8801 -2.5739 1.6335 -0.025 0.023 0.003
C 1.5924 -3.7707 1.5688 -0.045 -0.035 -0.060
C 1.9628 -4.2633 0.3318 -0.009 0.006 0.018
C 1.6253 -3.5480 -0.8086 -0.045 0.008 0.001
C 0.9048 -2.3752 -0.6492 -0.014 -0.104 -0.061
N 0.5237 -1.9006 0.5303 0.176 0.075 -0.032
H -0.2679 -1.3268 6.2641 0.014 -0.026 0.005
H -0.1035 0.7746 4.7325 0.019 0.006 0.002
H 1.8725 -4.2828 2.4800 -0.011 0.006 0.004
H 2.5233 -5.1868 0.2576 0.006 0.003 -0.003
H 1.9057 -3.8886 -1.7957 0.003 0.000 -0.001
H 0.5973 -1.7993 -1.5161 0.029 0.012 0.015
C -5.1831 -2.4248 1.0025 -0.033 0.039 0.002
O -4.2874 -2.2600 -0.0914 0.106 -0.088 0.010
P -2.6941 -2.0288 0.3062 -0.121 -0.131 0.065
O -2.2071 -3.5200 0.6669 0.025 0.012 -0.060
C -2.2917 -4.6045 -0.2620 -0.009 -0.021 0.001
O -2.1702 -1.9381 -1.2342 -0.043 0.082 0.001
C -2.2729 -0.6562 -1.8472 0.068 0.009 0.009
H -5.9730 -3.1056 0.6892 -0.002 0.008 0.000
H -5.6302 -1.4672 1.2796 0.007 0.003 0.010
H -4.6878 -2.8536 1.8779 -0.002 0.000 -0.006
H -1.9954 -5.5009 0.2777 -0.007 0.001 -0.004
H -1.6147 -4.4372 -1.0987 0.004 -0.005 0.007
H -3.3108 -4.7160 -0.6343 0.004 0.007 -0.010
H -1.7175 -0.6984 -2.7817 -0.002 0.005 -0.010
H -1.8366 0.1196 -1.2083 -0.032 -0.065 -0.072
H -3.3150 -0.4087 -2.0590 -0.003 0.003 -0.005
```
Forces are in eV/Å.

Results
Kohn-Sham gap (alpha / beta)	0.2473 / 0.2466	Ha
HOMO level (alpha / beta)	-7.4722 / -7.4572	eV
LUMO (alpha / beta)	-0.74 / -0.75	eV
multiplicity	2

***

2.
Below is C28H25ClCuN3O4PS as an isolated structure, with properties calculated with ωB97M-V/def2-TZVPD.

Geometry as XYZ:
```
64
Properties=species:S:1:pos:R:3:forces:R:3
Cu -1.3244 1.1495 -0.6513 0.094 0.212 -0.022
Cl -8.3970 0.7950 0.7572 0.000 0.008 -0.007
C -6.7670 1.2025 0.2859 -0.016 0.002 0.002
C -6.4688 2.5181 -0.1132 -0.001 -0.017 -0.011
C -5.1974 2.8516 -0.4752 0.014 0.009 0.017
C -4.1162 1.9111 -0.4576 -0.043 -0.019 0.005
O -2.9472 2.3112 -0.7667 0.051 -0.032 -0.025
C -4.4547 0.5691 -0.0727 -0.022 0.044 -0.012
C -3.5410 -0.5289 -0.0254 0.108 -0.024 -0.079
N -2.2770 -0.5426 -0.3094 0.051 -0.078 0.151
C -1.6198 -1.7995 -0.2384 -0.042 -0.017 -0.030
C -2.1517 -2.8746 -0.9464 0.009 0.017 0.051
C -1.5079 -4.1049 -0.9773 -0.034 0.017 -0.020
C -0.3067 -4.2621 -0.3251 0.026 0.002 0.017
C 0.2701 -3.2021 0.3935 0.024 -0.032 0.035
C 1.5605 -3.3331 0.9898 -0.015 0.030 -0.002
C 2.1696 -2.2048 1.5358 0.010 -0.044 0.002
C 1.4853 -1.0318 1.6429 0.051 -0.014 0.009
N 0.1586 -0.9247 1.2312 0.046 -0.025 -0.044
C -0.4182 -1.9681 0.4716 -0.050 0.086 -0.017
C -5.7866 0.2594 0.2971 0.022 -0.029 0.017
H -7.2588 3.2579 -0.1314 0.001 0.002 0.004
H -4.9546 3.8599 -0.7840 0.002 0.002 0.008
H -3.9795 -1.4773 0.2998 -0.056 0.020 -0.001
H -3.0610 -2.7087 -1.5088 0.002 -0.042 -0.025
H -1.9371 -4.9244 -1.5387 -0.002 0.003 0.000
H 0.2276 -5.2031 -0.3687 -0.002 0.000 -0.001
H 2.0754 -4.2818 0.9360 0.000 0.000 -0.004
H 3.1898 -2.2441 1.8931 0.007 0.009 -0.003
H 1.9118 -0.1418 2.0801 -0.061 -0.006 0.036
H -6.0248 -0.7555 0.5946 0.002 0.002 -0.003
S -1.5220 2.1766 2.9531 0.119 -0.038 0.133
C -2.2853 0.7129 3.3889 -0.095 0.013 -0.138
C -1.7298 -0.3583 2.7658 0.056 -0.030 0.085
C -0.6388 0.0155 1.9341 -0.020 -0.028 0.019
C -0.3899 1.3601 1.9525 -0.077 0.054 -0.025
C 0.5922 2.1049 1.1390 0.024 0.024 -0.053
C 1.6404 2.8090 1.7091 0.012 0.006 0.033
C 2.5134 3.5069 0.8867 -0.025 -0.009 -0.016
C 2.3145 3.4673 -0.4806 0.000 0.005 0.019
C 1.2452 2.7380 -0.9747 -0.002 -0.014 -0.077
N 0.3958 2.0766 -0.1920 -0.138 -0.087 0.023
H -3.1173 0.7187 4.0742 -0.015 0.010 -0.023
H -2.0602 -1.3800 2.8898 0.007 0.004 0.000
H 1.7594 2.8025 2.7844 0.001 0.003 -0.004
H 3.3354 4.0682 1.3116 0.003 -0.002 -0.001
H 2.9751 3.9776 -1.1662 -0.004 -0.002 -0.004
H 1.0619 2.6761 -2.0389 -0.004 0.004 0.003
C 4.9425 0.2211 0.5039 -0.009 0.035 0.001
O 4.5916 -0.4874 -0.6796 0.009 -0.033 -0.021
P 3.2379 0.0177 -1.4709 -0.002 -0.053 -0.052
O 3.8196 1.2073 -2.4032 0.016 0.031 0.001
C 4.9292 0.9981 -3.2866 -0.027 0.003 0.009
O 3.2244 -1.1658 -2.5856 -0.013 0.038 0.089
C 2.5840 -2.3913 -2.2215 0.016 0.004 -0.046
H 6.0200 0.1381 0.6324 -0.002 -0.010 0.000
H 4.4439 -0.2099 1.3742 -0.016 -0.001 0.005
H 4.6810 1.2813 0.4373 0.008 -0.008 -0.002
H 5.3069 1.9809 -3.5589 0.004 -0.001 -0.005
H 4.6003 0.4675 -4.1783 0.005 -0.005 -0.002
H 5.7127 0.4246 -2.7922 0.007 -0.001 -0.001
H 2.5165 -2.9931 -3.1243 -0.014 -0.004 -0.001
H 1.5795 -2.2094 -1.8318 0.006 0.001 0.000
H 3.1688 -2.9238 -1.4703 -0.004 0.003 -0.002
```
Forces are in eV/Å.

Results
Kohn-Sham gap (alpha / beta)	0.2299 / 0.2558	Ha
HOMO level (alpha / beta)	-6.1072 / -7.1266	eV
LUMO (alpha / beta)	0.15 / -0.17	eV
multiplicity	2

***

3.
Below is C28H25CoF3N4O5 as an isolated structure in a non-equilibrium geometry, with properties calculated with ωB97M-V/def2-TZVPD.

Geometry as XYZ:
```
66
Properties=species:S:1:pos:R:3:forces:R:3
Co -0.9648 2.3165 3.0154 2.068 -0.547 0.363
C -3.4286 0.5549 -3.9469 0.029 -0.230 0.170
C -3.3106 -0.5102 -2.8590 -0.237 0.049 -0.612
N -2.5158 -0.0457 -1.7478 -0.063 0.188 0.470
C -3.1679 0.6029 -0.7230 0.903 -0.048 0.145
C -2.5294 1.1439 0.3466 -0.478 0.054 0.094
C -3.3445 1.8879 1.3936 0.583 0.627 0.923
O -4.5645 1.8418 1.3226 -0.574 -0.276 -0.503
O -2.6718 2.5220 2.2674 -1.842 0.105 -0.723
C -1.1167 1.0104 0.4741 1.169 1.563 2.909
O -0.3998 1.4846 1.4428 -1.526 -1.800 -3.575
C -0.4570 0.2890 -0.5655 1.539 -0.800 -1.091
C 0.9256 0.0406 -0.4594 -0.942 -0.020 -0.469
C 1.6064 -0.5777 -1.4811 0.525 0.250 0.675
F 2.9409 -0.8064 -1.2592 -0.453 0.017 -0.149
C 0.9994 -0.9216 -2.6787 -1.441 0.089 -0.432
C -0.4045 -0.7022 -2.7728 1.374 -0.373 -0.177
C -1.1379 -0.1638 -1.7229 -0.153 0.224 0.705
N 1.6917 -1.4344 -3.8302 -0.126 0.059 0.480
C 3.1340 -1.5831 -3.7068 0.365 0.077 0.154
C 3.6935 -2.0533 -5.0615 0.430 -0.134 0.558
N 2.6930 -1.6570 -6.0822 0.074 0.287 -0.317
C 1.4891 -2.5244 -5.9687 -0.683 -0.380 0.204
C 1.1398 -2.6173 -4.4666 -0.101 -0.099 -0.089
H -4.0485 0.1951 -4.7628 -0.066 0.001 -0.140
H -2.4475 0.8202 -4.3300 0.128 0.066 -0.119
H -3.8778 1.4521 -3.5322 -0.085 0.121 0.007
H -2.8735 -1.4286 -3.2598 -0.083 0.006 0.103
H -4.3080 -0.7588 -2.4886 0.178 -0.043 0.051
H -4.2434 0.6742 -0.7946 -0.087 0.041 0.030
H 1.4319 0.3321 0.4441 0.145 0.114 0.205
H -0.8911 -0.9525 -3.7013 -0.078 0.037 -0.085
H 3.4259 -2.3023 -2.9300 -0.001 0.090 -0.176
H 3.5513 -0.6112 -3.4377 0.060 -0.168 -0.064
H 3.8230 -3.1372 -5.0985 -0.109 0.137 -0.147
H 4.6566 -1.5849 -5.2653 -0.144 -0.009 -0.121
H 3.0741 -1.6549 -7.0316 -0.118 0.097 0.193
H 2.3839 -0.7126 -5.8017 0.057 -0.150 -0.318
H 1.7059 -3.5066 -6.3922 0.107 0.168 -0.026
H 0.6789 -2.0622 -6.5349 0.159 0.036 -0.009
H 1.5498 -3.5428 -4.0366 -0.035 0.073 0.028
H 0.0614 -2.6410 -4.3291 0.109 -0.105 -0.122
F 4.2006 3.2555 3.6486 0.111 0.050 0.091
C 3.1271 2.4820 3.9256 -0.687 -0.213 -0.247
C 1.8982 2.7875 3.3748 0.672 -0.205 -0.055
C 0.8000 1.9844 3.6399 -0.053 -0.159 0.233
C 0.9481 0.8236 4.4349 0.650 0.346 -0.091
C 2.2117 0.5638 4.9725 -0.144 0.327 -0.190
F 2.4404 -0.5224 5.7602 -0.023 -0.078 0.057
C 3.2984 1.3811 4.7450 0.223 -0.088 0.132
C -0.2406 -0.0062 4.6179 -0.462 -0.319 0.068
C -0.3017 -1.2059 5.3341 0.031 -0.091 0.085
C -1.4961 -1.8955 5.4132 -0.182 0.181 -0.166
C -2.6260 -1.3892 4.7824 0.146 -0.171 0.092
C -2.4932 -0.2040 4.0829 -0.012 -0.199 0.077
N -1.3479 0.4530 4.0031 0.263 0.106 -0.101
H 1.8157 3.6629 2.7494 -0.058 0.189 0.025
H 4.2497 1.1693 5.2051 0.108 -0.073 0.020
H 0.5746 -1.5962 5.8214 0.060 0.023 0.026
H -1.5504 -2.8252 5.9597 0.022 -0.090 0.089
H -3.5740 -1.9038 4.8240 -0.075 0.002 0.000
H -3.3339 0.2272 3.5584 -0.097 0.174 -0.032
O 0.5655 4.3473 5.3796 0.866 0.479 0.139
C -0.6038 4.0330 5.3767 -0.731 -0.097 0.323
O -1.2436 3.3391 4.5237 -1.424 0.572 0.627
H -1.2712 4.3636 6.2195 0.220 -0.058 -0.205
```
Forces are in eV/Å.

Results
Kohn-Sham gap (alpha / beta)	0.1511 / 0.1405	Ha
HOMO level (alpha / beta)	-6.1080 / -5.8212	eV
LUMO (alpha / beta)	-2.00 / -2.00	eV
multiplicity	2